[1]
{"formula": "C5H13N", "method": "ωB97M-V with the def2-TZVPD basis set", "s_squared": 0.754, "energy_ev": -6876.536, "gap_ev": [13.75, 8.44], "multiplicity": 2, "e_homo_ev": [-16.42, -16.37], "charge": 1, "elements": ["C", "H", "C", "H", "H", "H", "N", "H", "H", "H", "C", "H", "H", "C", "H", "H", "H", "C", "H"], "xyz": [[0.6949, 0.5686, 1.2040], [0.9154, -1.1779, -0.7203], [0.1617, -0.3989, -0.8819], [1.4043, -0.2474, 1.3183], [-1.6910, -0.1882, -2.2229], [-0.7707, -1.7184, 1.0518], [-0.4399, 0.1683, 0.3491], [2.5010, 1.3715, 0.2441], [-2.2694, -0.9122, 0.5100], [-1.4173, -1.8434, -1.5291], [-0.9625, -0.8938, -1.8411], [0.2745, 0.8789, 2.1652], [1.7320, 2.5265, 1.2471], [-1.3224, -0.7705, 1.0319], [-0.4470, -1.2634, -2.7454], [0.7775, 0.2440, -1.5085], [0.9795, 2.3721, -0.2036], [1.4987, 1.7385, 0.5045], [-1.6193, -0.4545, 2.0265]], "forces_ev_per_angstrom": [[-0.5, 3.2, -0.4], [-0.5, -0.3, 1.0], [-2.5, 0.2, -2.9], [-0.4, -0.5, 0.1], [0.0, 0.4, 0.5], [-0.1, 0.0, 0.1], [3.8, -3.1, 0.7], [-0.6, 0.2, -0.7], [0.3, -0.1, -0.4], [-0.3, 0.5, 0.4], [1.4, -1.8, -0.7], [0.3, -0.1, -0.1], [-0.1, -0.7, 0.2], [-1.5, 0.5, -0.2], [0.0, 0.4, 0.2], [-0.3, 1.1, 0.7], [-0.2, -0.7, -0.7], [0.7, 0.4, 2.1], [0.6, 0.3, 0.2]], "lowdin_spin": [0.058, 0.031, 0.058, 0.032, 0.000, 0.038, 0.672, 0.000, 0.008, 0.000, 0.002, 0.002, 0.001, 0.073, -0.001, 0.008, 0.000, 0.016, 0.001]}


[2]
{"formula": "C5H13N", "method": "ωB97M-V with the def2-TZVPD basis set", "s_squared": 0.755, "energy_ev": -6877.451, "gap_ev": [12.89, 9.13], "multiplicity": 2, "e_homo_ev": [-15.86, -16.55], "charge": 1, "elements": ["C", "H", "C", "H", "H", "C", "C", "H", "H", "H", "H", "H", "H", "N", "H", "H", "H", "C", "H"], "xyz": [[-0.3189, 1.4031, -1.0795], [-1.0435, -0.5987, -1.2851], [-1.3451, -0.9063, 1.3429], [-1.6813, -0.1219, 2.0086], [0.5011, 0.2365, 1.0753], [1.1088, 1.9404, -0.8934], [-0.0597, -0.5359, 0.5657], [1.0781, 2.7683, -0.1613], [1.7445, 1.2508, -0.3466], [0.9096, -2.2880, 1.3815], [-0.6521, 1.3884, -2.1084], [1.5565, 2.2390, -1.8288], [0.4500, -2.4566, -0.3688], [-0.4080, -0.0241, -0.7330], [-1.0518, 1.9730, -0.4976], [-2.1306, -1.1891, 0.6298], [1.7710, -1.3973, 0.0514], [0.8360, -1.7999, 0.4118], [-1.2648, -1.8817, 1.8354]], "forces_ev_per_angstrom": [[0.4, -1.2, -0.6], [0.2, -0.1, -0.1], [-0.7, -0.9, -0.8], [-0.1, 0.0, 0.0], [0.0, 0.1, 0.1], [-0.4, 0.6, 1.4], [0.1, -0.9, 0.3], [0.0, 0.0, -0.8], [0.2, -0.5, -0.4], [0.2, 0.0, -0.2], [0.0, 0.6, -0.3], [0.1, 0.0, -0.1], [-0.1, -0.2, 0.3], [-0.6, 0.9, 1.1], [-0.1, -0.3, 0.2], [-0.2, 0.6, 0.0], [0.6, -0.4, 0.1], [-0.3, 1.0, -0.6], [0.6, 0.5, 0.4]], "lowdin_spin": [0.070, 0.013, 0.058, 0.004, -0.001, 0.024, 0.067, 0.000, 0.000, 0.004, 0.002, 0.002, 0.000, 0.666, 0.038, 0.001, 0.000, 0.046, 0.005]}


[3]
{"formula": "C5H13N2", "method": "ωB97M-V with the def2-TZVPD basis set", "energy_ev": -8368.182, "gap_ev": 10.34, "e_homo_ev": -13.82, "charge": 1, "elements": ["H", "H", "C", "C", "N", "H", "H", "H", "C", "N", "H", "H", "H", "H", "H", "C", "H", "H", "H", "C"], "xyz": [[-1.2222, 1.2334, -0.7876], [0.5590, -0.3634, -1.0057], [1.7333, 0.4004, 0.4877], [2.4396, 0.4214, -1.9749], [0.7555, -0.0617, 1.4935], [-2.5833, 0.2110, -1.3239], [-2.3132, -1.9398, 1.6877], [-0.3238, -0.3933, 0.9477], [1.5407, 0.1236, -0.8157], [-1.6442, -0.4390, 0.4062], [1.8728, 1.0357, -2.7248], [-2.8272, 1.3231, 0.0241], [1.0601, -0.8594, 2.0591], [3.3926, 0.9277, -1.6427], [0.4792, 0.6814, 2.1477], [-2.5483, -1.2362, 0.8432], [2.6607, 0.8799, 0.8815], [2.6701, -0.4969, -2.5267], [-3.5964, -1.0026, 0.6194], [-2.0999, 0.6687, -0.4826]], "forces_ev_per_angstrom": [[-0.2, 0.1, -0.1], [0.8, 0.2, -0.3], [1.1, -0.2, -0.7], [0.1, 0.8, -0.1], [-1.1, -0.1, -0.5], [-0.2, 0.0, -0.6], [-0.1, 0.3, -1.3], [0.4, 0.5, 0.2], [-0.9, -0.1, 1.3], [-0.9, -0.5, 0.5], [0.7, -0.2, 0.7], [0.4, -0.3, 0.0], [0.3, 0.3, -0.2], [-1.1, -0.5, -0.5], [0.3, -0.2, -0.2], [0.7, 1.1, 1.3], [-1.0, -0.4, -0.3], [0.1, 0.1, 0.3], [0.2, -0.6, -0.2], [0.3, -0.3, 0.7]], "mulliken_charge": [0.304, 0.306, -0.209, -1.121, -0.408, 0.423, 0.230, 0.434, -0.139, -0.182, 0.279, 0.369, 0.364, 0.323, 0.378, -0.286, 0.349, 0.305, 0.308, -1.027]}


[4]
{"formula": "C5H13N2", "method": "ωB97M-V with the def2-TZVPD basis set", "energy_ev": -8366.869, "gap_ev": 7.42, "smiles": "CN/C=C/CC[NH3+]", "e_homo_ev": -11.00, "charge": 1, "elements": ["H", "H", "N", "H", "H", "H", "C", "H", "H", "H", "C", "C", "C", "N", "H", "H", "H", "C", "H", "H"], "xyz": [[-0.8372, 2.4635, 0.5256], [-1.7326, 0.7669, -1.3155], [-0.9366, -1.6449, -0.3403], [1.8176, 0.8122, 2.1656], [1.8143, 1.0914, -0.0792], [0.5687, 0.0764, 1.4389], [-0.2186, 1.9753, -0.2369], [0.1712, 1.3762, 2.3338], [-0.0640, 2.7234, -1.0222], [-0.4381, -3.1077, -1.8163], [-0.8303, 0.6915, -0.7214], [-0.1956, -0.5542, -0.6575], [1.1324, 1.7744, 0.4279], [0.9096, 0.9973, 1.7459], [1.6834, 2.6660, 0.7139], [-1.2831, -3.7542, -0.4392], [-1.9187, -1.4240, -0.1856], [-0.5726, -2.9922, -0.7349], [0.4183, -3.1968, -0.3272], [0.5117, -0.7405, -1.4752]], "forces_ev_per_angstrom": [[-0.3, 0.0, -0.2], [-0.9, -0.2, 1.1], [-0.7, 0.0, -0.5], [-0.2, 0.4, 0.8], [-0.1, 0.3, -0.4], [-0.2, 0.0, 0.0], [1.1, 0.3, -0.6], [0.4, 0.3, 0.4], [-0.2, 0.0, 0.0], [-0.3, 0.2, 0.0], [0.5, -0.1, 0.1], [-1.5, 0.4, -1.5], [0.1, -0.7, 0.9], [0.1, -0.7, -1.3], [-0.2, 0.2, -0.2], [-0.1, 0.2, 0.4], [0.1, -0.2, 0.3], [0.8, -0.1, -0.9], [-0.1, -0.2, 0.3], [1.7, 0.0, 1.5]], "mulliken_charge": [0.295, 0.424, -0.189, 0.377, 0.404, 0.286, -0.663, 0.343, 0.369, 0.321, -0.132, -0.577, -0.716, -0.304, 0.399, 0.332, 0.295, -0.869, 0.296, 0.310]}


[5]
{"formula": "C5H13N2", "method": "ωB97M-V with the def2-TZVPD basis set", "energy_ev": -8366.342, "gap_ev": 7.89, "smiles": "CN(C)CCC=[NH2+]", "e_homo_ev": -12.25, "charge": 1, "elements": ["H", "N", "C", "C", "C", "H", "H", "H", "H", "H", "H", "H", "H", "N", "H", "H", "C", "H", "H", "C"], "xyz": [[0.2772, 1.0821, -1.4448], [-3.4645, -0.4809, -0.1041], [-2.5661, 0.4824, 0.0747], [0.2414, 0.0801, -0.8551], [-1.1576, 0.2782, 0.3885], [-0.8729, -0.6756, 1.0763], [1.3238, -2.2497, -0.2140], [-3.2432, -1.4093, 0.1231], [-4.4227, -0.3099, -0.4721], [2.0226, 2.0411, -0.4839], [-2.7406, 1.4301, -0.1380], [-0.6553, 1.1763, 0.9763], [-0.0431, -0.7201, -1.3552], [1.4043, -0.0876, -0.2849], [3.2957, 1.0119, -0.1250], [2.8021, -1.3969, -0.1841], [1.8448, -1.3463, 0.2015], [1.8101, -1.2242, 1.3776], [1.9651, 1.1890, 1.2849], [2.1789, 1.1292, 0.1585]], "forces_ev_per_angstrom": [[-0.9, -1.9, 1.0], [-0.6, 2.6, -0.5], [2.8, -5.2, 0.6], [-0.2, 5.8, -0.3], [1.4, -0.6, 3.5], [-1.1, 1.9, -1.8], [-0.1, 1.1, 0.6], [0.4, -1.3, 0.3], [1.2, 0.0, 0.5], [-1.0, -0.9, 1.0], [-1.8, 4.2, -1.1], [-1.5, -1.5, -1.4], [-1.9, -3.5, -2.4], [1.4, 2.1, 0.1], [-1.6, -0.5, 1.2], [2.5, -0.7, 0.0], [-1.3, -0.1, 2.6], [0.3, -1.1, -2.1], [0.8, 0.7, -1.6], [1.1, -1.0, -0.2]], "mulliken_charge": [0.305, -0.313, 0.120, -0.605, -0.794, 0.304, 0.294, 0.235, 0.267, 0.298, 0.457, 0.281, 0.487, 0.083, 0.318, 0.386, -0.900, 0.316, 0.364, -0.902]}


[6]
{"formula": "C5H13N2", "method": "ωB97M-V with the def2-TZVPD basis set", "energy_ev": -8366.045, "gap_ev": 11.72, "smiles": "C=C[N+](C)(C)NC", "e_homo_ev": -14.58, "charge": 1, "elements": ["H", "H", "C", "H", "H", "H", "H", "H", "N", "N", "C", "H", "C", "H", "H", "H", "C", "C", "H", "H"], "xyz": [[0.0415, -0.5577, 1.9849], [-1.1538, 0.2388, -2.0289], [-0.3029, 0.1857, 1.2798], [0.3606, -1.8885, -1.0251], [-2.0753, 0.0948, -0.5203], [-1.3227, -3.4469, 0.0758], [-1.9069, -1.7532, 0.7917], [1.6904, -0.5022, 0.1725], [-0.1180, -0.1768, -0.0843], [1.2530, 0.1093, -0.5525], [-1.2608, -2.3701, 0.2533], [2.9361, 1.2384, -0.7732], [1.9345, 1.4105, -0.5239], [1.8778, 1.9528, 0.4826], [-1.1540, 1.5207, -0.7706], [-1.3917, 0.3291, 1.3893], [-1.2228, 0.4580, -0.9466], [-0.3259, -1.6633, -0.2705], [1.4364, 2.1722, -1.1132], [0.1550, 1.0704, 1.7095]], "forces_ev_per_angstrom": [[-0.1, -0.7, -0.3], [0.3, -0.2, 0.8], [-1.9, 0.7, 2.8], [1.1, -1.1, -0.8], [-2.4, -0.9, 0.7], [-0.3, 0.6, 0.1], [-1.6, -0.2, 1.5], [0.6, 0.6, -1.2], [-0.6, 0.8, -2.0], [0.6, -2.5, 0.8], [0.0, -0.8, 0.0], [1.3, -0.3, -0.6], [-3.2, 1.9, 2.8], [0.4, -1.1, -0.8], [0.0, 0.4, -0.1], [0.5, -0.2, 0.6], [2.8, 1.2, -0.9], [2.0, 1.4, -1.3], [0.2, -0.4, -0.9], [0.3, 0.6, -1.1]], "mulliken_charge": [0.410, 0.291, -0.909, 0.460, 0.477, 0.315, 0.236, 0.306, 0.505, -0.686, -0.731, 0.344, -0.798, 0.275, 0.429, 0.376, -0.929, -0.051, 0.350, 0.330]}


Question: What is the formula in the third record?
Answer: C5H13N2